C6H9NO2 in the gas phase in a non-equilibrium geometry. Source: OMol25; level of theory: ωB97M-V/def2-TZVPD.

- frontier orbital gap (eV) = 10.4606
- DFT total energy (Eh) = -439.11590
- SMILES string = C[C@@H]1C=C[C@H]1C[N+](=O)[O-]
- charge = 0

Last column: natural (NBO) charge in e.
Cartesian coordinates (Å):
O (-0.459, -2.074, -1.808)  -0.381
O (-0.915, -2.944, 0.099)  -0.382
H (0.555, 2.921, -0.077)  0.207
H (-1.862, -0.220, -1.157)  0.228
H (-2.411, -1.007, 0.367)  0.230
N (-0.937, -2.041, -0.701)  0.537
C (-0.853, 1.450, 0.799)  -0.185
C (-1.556, -0.778, -0.271)  -0.284
C (-0.508, 0.008, 0.518)  -0.249
H (-1.662, 1.879, 1.359)  0.206
H (-0.202, -0.567, 1.395)  0.221
C (2.077, 0.191, 0.174)  -0.606
H (2.174, 0.367, 1.243)  0.206
C (0.177, 1.934, 0.113)  -0.160
H (0.599, 0.382, -1.377)  0.217
H (2.267, -0.861, -0.027)  0.218
C (0.689, 0.577, -0.306)  -0.237
H (2.829, 0.782, -0.343)  0.213

C6H9NO3 in the gas phase in a non-equilibrium geometry. Source: OMol25; level of theory: ωB97M-V/def2-TZVPD.

- frontier orbital gap (eV) = 10.7658
- DFT total energy (Eh) = -514.33722
- SMILES string = [H]/N=C(/C)C[C@H]1COC(=O)O1
- charge = 0

Last column: natural (NBO) charge in e.
Cartesian coordinates (Å):
C (-0.287, 0.369, -1.517)  0.310
O (-1.104, -2.390, 2.141)  -0.549
H (-0.732, 2.262, -1.033)  0.325
C (1.006, 0.246, 0.926)  0.067
H (1.910, -0.120, -1.136)  0.241
C (-0.219, -1.408, 1.951)  0.958
C (1.097, 0.618, -0.668)  -0.512
H (1.481, 1.721, -0.874)  0.241
C (-0.149, 0.924, 1.873)  -0.124
H (-1.756, -0.964, -2.658)  0.250
H (-0.537, -1.978, -1.553)  0.250
N (-1.167, 1.457, -1.578)  -0.628
H (0.312, 1.876, 2.424)  0.222
O (-0.325, -0.217, 2.827)  -0.522
O (0.863, -1.219, 0.969)  -0.506
H (0.023, -1.220, -3.271)  0.240
H (1.983, 0.429, 1.579)  0.209
H (-1.228, 1.102, 1.457)  0.222
C (-0.624, -1.070, -2.298)  -0.695

A molecular structure, C6H9NOS in a non-equilibrium geometry. Source: OMol25; level of theory: ωB97M-V/def2-TZVPD.

- frontier orbital gap (eV) = 8.7962
- DFT total energy (Eh) = -762.08288
- charge = 0

Last column: natural (NBO) charge in e.
Cartesian coordinates (Å):
H (2.074, 1.560, 0.415)  0.191
S (-3.346, 0.204, -0.048)  -0.158
C (2.089, 0.560, 0.105)  -0.110
H (-1.187, 2.452, 1.064)  0.214
C (0.868, -0.177, -0.019)  0.451
H (-2.030, 2.060, -0.353)  0.243
H (0.791, -2.075, 1.032)  0.236
N (-0.836, 0.568, 0.225)  -0.400
H (-0.272, 2.453, -0.638)  0.214
H (-1.624, -2.333, 0.454)  0.241
C (-0.989, 1.979, 0.116)  -0.477
C (-1.809, -0.276, -0.054)  0.077
C (-1.139, -1.619, -0.191)  -0.451
H (-1.203, -2.098, -1.208)  0.238
O (1.611, 0.297, -1.130)  -0.464
H (2.890, -0.019, 0.518)  0.178
C (0.417, -1.606, 0.059)  -0.467
H (0.866, -2.223, -0.812)  0.243